Version P
This record from the Open Molecules 2025 dataset describes C4H3NO2 in the gas phase. The level of theory is ωB97M-V with the def2-TZVPD basis set.

```
10
Properties=species:S:1:pos:R:3:lowdin_charge:R:1
N -0.064 2.340 -0.630 0.1830
C 0.122 1.145 -0.777 -0.1508
C 0.460 -0.126 -0.893 -0.0542
C 0.294 -1.114 0.187 -0.1145
C -0.530 -0.889 1.362 -0.4827
O 0.762 -0.725 1.594 0.1297
O -1.572 -0.778 1.931 0.1458
H -0.983 2.703 -0.874 0.0905
H 0.902 -0.432 -1.834 0.1096
H 0.609 -2.125 -0.066 0.1437
```

Calculated values
SMILES: N=C=C[C@H]1OC1=O
HOMO-LUMO gap (eV): 10.062

---

Version Q
This record from the Open Molecules 2025 dataset describes C4H3NO2 in the gas phase. The level of theory is ωB97M-V with the def2-TZVPD basis set.

```
10
Properties=species:S:1:pos:R:3:lowdin_charge:R:1
O -2.737 0.285 -0.383 0.0942
C -1.663 0.028 -0.847 -0.1866
C -0.435 -0.407 -0.069 -0.3082
N 0.135 -1.552 -0.263 0.2211
O 1.635 -1.230 0.261 -0.0235
C 1.596 0.015 0.691 -0.1547
C 0.373 0.582 0.547 -0.0296
H -1.400 0.194 -1.912 0.1371
H 2.456 0.524 1.136 0.1391
H 0.041 1.561 0.838 0.1112
```

Calculated values
SMILES: O=Cc1ccon1
HOMO-LUMO gap (eV): 10.063

---

Which structure loses on stability? version Q does.

---

Version P
This record from the Open Molecules 2025 dataset describes 3 unconnected molecules or ions with the total composition C4H3NO2. The level of theory is ωB97M-V with the def2-TZVPD basis set.

```
10
Properties=species:S:1:pos:R:3:lowdin_charge:R:1
C -0.045 -2.572 -0.620 -0.3252
C -0.246 -2.804 0.630 0.1713
C 1.683 1.298 -0.742 -0.4673
C 0.180 -1.386 -1.068 0.1776
N -1.127 0.485 0.713 0.0011
O 1.299 2.110 -0.019 0.1828
O 2.239 0.646 -1.506 0.1795
H -1.634 1.143 0.091 0.0335
H -1.757 -0.113 1.193 -0.0087
H -0.591 1.194 1.327 0.0553
```

Calculated values
HOMO-LUMO gap (eV): 8.698

---

Version Q
This record from the Open Molecules 2025 dataset describes 2 unconnected molecules or ions with the total composition C4H3NO2. The level of theory is ωB97M-V with the def2-TZVPD basis set.

```
10
Properties=species:S:1:pos:R:3:lowdin_charge:R:1
C 1.988 1.709 0.031 -0.1670
C 2.093 -0.866 -0.410 0.1759
C 3.443 -0.657 -0.029 -0.3856
C 2.455 0.427 -0.119 -0.0563
N 1.734 2.842 0.009 0.1842
O 4.503 -1.070 0.275 0.1197
O -0.958 0.190 0.271 -0.0237
H 1.226 -1.466 -0.589 0.1085
H -0.971 1.087 0.477 -0.0033
H -1.686 0.007 -0.328 0.0476
```

Calculated values
SMILES: N#Cc1cc1=O.O
HOMO-LUMO gap (eV): 9.328

---

Which structure loses on stability? version P does.

---

Version P
This record from the Open Molecules 2025 dataset describes C4H3NO2 in the gas phase. The level of theory is ωB97M-V with the def2-TZVPD basis set.

```
10
Properties=species:S:1:pos:R:3:lowdin_charge:R:1
O -2.177 1.041 -0.259 0.0917
C -1.439 0.131 -0.005 -0.2083
C 0.391 -0.180 -1.282 -0.2120
N 0.419 -0.813 -2.249 0.2024
O 1.709 -1.268 0.774 0.0885
C 1.139 -0.237 1.008 -0.2001
C 0.108 0.385 0.035 -0.1858
H -1.776 -0.921 0.005 0.1449
H 1.427 0.388 1.875 0.1308
H 0.197 1.474 0.098 0.1479
```

Calculated values
SMILES: N#CC(C=O)C=O
HOMO-LUMO gap (eV): 10.568

---

Version Q
This record from the Open Molecules 2025 dataset describes C4H3NO2 in the gas phase. The level of theory is ωB97M-V with the def2-TZVPD basis set.

```
10
Properties=species:S:1:pos:R:3:lowdin_charge:R:1
C 0.217 1.198 -0.492 -0.1396
C -0.857 1.175 0.470 -0.2240
C 0.864 -1.063 -0.379 -0.1559
C -0.082 -1.731 0.288 -0.1432
N 0.970 0.201 -0.814 0.0605
O -0.757 -2.542 0.751 0.2167
O -1.331 0.153 0.936 0.0436
H 0.466 2.144 -0.953 0.0985
H -1.207 2.163 0.821 0.1194
H 1.716 -1.698 -0.628 0.1240
```

Calculated values
SMILES: O=C=C/N=C\C=O
HOMO-LUMO gap (eV): 8.391

---

Version R
This record from the Open Molecules 2025 dataset describes C4H3NO2 in the gas phase. The level of theory is ωB97M-V with the def2-TZVPD basis set.

```
10
Properties=species:S:1:pos:R:3:lowdin_charge:R:1
N 2.224 -0.084 0.366 0.2813
C 1.152 -0.559 0.189 -0.0711
C -0.094 -1.109 0.123 -0.0531
C -1.129 -0.241 -0.223 0.0688
C -0.929 1.230 -0.124 -0.7135
O -1.768 1.372 0.810 0.0668
O -0.073 1.912 -0.663 0.0447
H 2.932 0.283 -0.256 0.1290
H -0.204 -2.179 0.257 0.1162
H -2.111 -0.626 -0.479 0.1309
```

Calculated values
HOMO-LUMO gap (spin up / spin down) (eV): 8.474 / 8.475

---

Which structure loses on stability? version R does.

---

Version P
This record from the Open Molecules 2025 dataset describes C4H3NO2 in the gas phase. The level of theory is ωB97M-V with the def2-TZVPD basis set.

```
10
Properties=species:S:1:pos:R:3:lowdin_charge:R:1
O 2.173 0.778 -0.798 0.0899
C 1.014 0.915 -0.526 -0.1992
C -1.265 0.247 -0.615 -0.2183
N -2.242 0.850 -0.747 0.1946
O -1.147 -0.772 1.786 0.0901
C -0.140 -0.925 1.151 -0.1912
C 0.047 -0.280 -0.253 -0.1908
H 0.500 1.896 -0.576 0.1356
H 0.643 -1.627 1.482 0.1347
H 0.419 -1.082 -0.903 0.1546
```

Calculated values
SMILES: N#CC(C=O)C=O
HOMO-LUMO gap (eV): 10.714

---

Version Q
This record from the Open Molecules 2025 dataset describes C4H3NO2 in the gas phase. The level of theory is ωB97M-V with the def2-TZVPD basis set.

```
10
Properties=species:S:1:pos:R:3:lowdin_charge:R:1
O -2.286 0.916 -0.365 0.0642
C -1.662 -0.025 -0.798 -0.1862
C -0.231 -0.181 -0.450 -0.2715
N 0.481 -1.253 -0.702 0.1273
O 1.600 -1.130 0.077 -0.0257
C 1.527 0.013 0.788 -0.0895
C 0.405 0.688 0.469 0.0036
H -2.144 -0.837 -1.365 0.1281
H 2.299 0.185 1.522 0.1303
H 0.009 1.624 0.824 0.1195
```

Calculated values
SMILES: O=Cc1ccon1
HOMO-LUMO gap (eV): 10.534

---

Which structure loses on stability? version Q does.

---

Version P
This record from the Open Molecules 2025 dataset describes 2 unconnected molecules or ions with the total composition C12H12. The level of theory is ωB97M-V with the def2-TZVPD basis set.

```
24
Properties=species:S:1:pos:R:3:lowdin_charge:R:1
C -1.311 0.166 1.039 -0.0984
C -1.468 0.201 2.425 -0.1017
C -2.220 0.833 0.217 -0.1016
C -2.534 0.903 2.989 -0.1045
C -3.286 1.535 0.781 -0.1043
C -3.443 1.570 2.167 -0.1051
H -0.472 -0.386 0.595 0.1007
H -0.753 -0.324 3.072 0.1038
H -2.096 0.806 -0.874 0.1028
H -2.658 0.930 4.080 0.1031
H -4.001 2.060 0.134 0.1030
H -4.282 2.122 2.610 0.1030
C 2.018 0.322 -2.236 -0.1044
C 1.466 -0.887 -2.660 -0.1055
C 2.929 0.341 -1.179 -0.1028
C 1.825 -2.078 -2.027 -0.1046
C 3.288 -0.849 -0.546 -0.1037
C 2.736 -2.059 -0.970 -0.1043
H 1.735 1.259 -2.734 0.1042
H 0.749 -0.902 -3.491 0.1037
H 3.363 1.293 -0.846 0.1046
H 1.391 -3.029 -2.360 0.1041
H 4.005 -0.835 0.285 0.1040
H 3.019 -2.996 -0.472 0.1040
```

Calculated values
SMILES: c1ccccc1.c1ccccc1
HOMO-LUMO gap (eV): 10.266

---

Version Q
This record from the Open Molecules 2025 dataset describes 4 unconnected molecules or ions with the total composition C12H12. The level of theory is ωB97M-V with the def2-TZVPD basis set.

```
24
Properties=species:S:1:pos:R:3:lowdin_charge:R:1
C 2.642 2.609 0.073 -0.1456
C 1.775 1.966 -1.009 -0.3654
C 1.059 0.737 -0.508 -0.1644
C 1.699 -0.382 0.222 -0.0298
C 0.878 -1.399 0.480 -0.0642
C -0.475 -1.490 0.290 -0.2503
C -1.238 -2.589 0.269 -0.0531
C -2.585 -2.529 0.528 -0.1263
C -3.349 -1.374 0.359 -0.0651
C -2.634 -0.164 0.069 0.0245
C -1.211 -0.302 -0.137 -0.1283
C -0.375 0.655 -0.763 0.0444
H 4.309 2.608 -0.468 0.1768
H 1.998 4.116 0.374 0.1776
H 2.390 1.548 1.021 0.1426
H 1.163 2.811 -1.392 0.1055
H 2.545 1.869 -1.633 0.0216
H 2.721 -0.385 0.325 0.0833
H 1.251 -2.365 0.601 0.1010
H -0.745 -3.325 1.220 0.1976
H -3.379 -3.126 0.648 0.0478
H -4.482 -1.683 0.497 0.1441
H -3.151 0.712 0.015 0.0695
H -0.804 1.482 -1.083 0.0563
```

Calculated values
HOMO-LUMO gap (eV): 7.822

---

Which structure loses on stability? version Q does.

---

Version P
This record from the Open Molecules 2025 dataset describes a molecular structure, C12H12. The level of theory is ωB97M-V with the def2-TZVPD basis set.

```
24
Properties=species:S:1:pos:R:3:lowdin_charge:R:1
C -1.282 -1.050 0.972 -0.1496
C -1.012 0.262 1.434 -0.0775
C -1.701 1.275 0.622 -0.0971
C -2.631 0.976 -0.467 -0.1264
C -2.819 -0.323 -0.800 -0.0761
C -2.093 -1.223 0.003 -0.1644
C 2.352 -1.079 0.444 -0.0852
C 2.845 0.193 0.738 -0.0982
C 2.307 1.234 -0.020 -0.1830
C 1.440 1.186 -0.990 -0.0970
C 1.069 -0.192 -1.283 -0.1316
C 1.677 -1.282 -0.817 -0.1203
H -0.852 -1.921 1.415 0.1084
H -0.171 0.585 2.176 0.1295
H -2.102 2.313 1.464 0.1855
H -3.150 1.834 -0.890 0.0907
H -3.531 -0.771 -1.539 0.1248
H -2.365 -2.132 -0.202 0.0540
H 2.617 -1.895 1.163 0.1073
H 3.410 0.323 1.688 0.1127
H 2.625 2.290 0.304 0.1296
H 1.349 1.989 -1.676 0.1012
H 0.440 -0.399 -2.262 0.1381
H 1.577 -2.194 -1.475 0.1246
```

Calculated values
HOMO-LUMO gap (eV): 9.693

---

Version Q
This record from the Open Molecules 2025 dataset describes 2 unconnected molecules or ions with the total composition C12H12. The level of theory is ωB97M-V with the def2-TZVPD basis set.

```
24
Properties=species:S:1:pos:R:3:lowdin_charge:R:1
C 0.983 1.510 3.216 -0.0657
C 0.777 0.120 3.056 -0.0980
C 0.483 2.360 2.225 -0.1009
C 0.351 -0.439 1.895 -0.0886
C 0.066 1.818 1.042 -0.1359
C 0.021 0.483 0.889 -0.0165
C 0.094 -1.490 -3.069 -0.0741
C 1.242 -0.271 -1.638 -0.0290
C -0.865 -0.762 -1.208 -0.1224
C 0.281 -1.560 -1.662 -0.1334
C -0.066 -0.137 -2.349 -0.0939
C -2.346 -0.987 -1.124 -0.0315
H 1.598 1.962 3.894 0.0690
H 1.226 -0.479 3.887 0.1155
H 0.672 3.361 2.243 0.0703
H 0.338 -1.450 1.689 0.0802
H -0.287 2.601 0.215 0.1531
H 1.013 -1.600 -3.568 0.1000
H -0.818 -1.833 -3.454 0.0944
H 1.330 0.209 -0.718 0.0409
H 2.089 -0.199 -2.179 0.0677
H -2.904 -0.104 -1.105 0.0679
H -2.603 -1.603 -0.255 0.0944
H -2.673 -1.508 -1.922 0.0365
```

Calculated values
HOMO-LUMO gap (spin up / spin down) (eV): 9.031 / 8.595

---

Which structure loses on stability? version Q does.